The following is a quantum chemistry calculation of a molecular structure, C53H41ClGeO2PtS2, from the Open Molecules 2025 dataset.

Output
- Orbital gap (alpha / beta): 3.375 / 4.793 eV
- HOMO energy (alpha / beta): 0.0247 / -0.0275 Eh

```
! RIJCOSX wB97M-V def2-TZVPD def2/J DEFGRID3
* xyz -2 3
Pt 12.725 11.735 14.252
C 13.690 12.029 24.024
C 13.428 11.862 22.605
C 13.590 12.910 21.701
C 13.251 12.764 20.331
C 12.815 11.523 19.860
C 12.563 10.502 20.775
C 12.994 10.637 22.089
S 12.430 11.347 18.119
O 10.990 11.023 17.958
C 13.340 9.823 17.749
C 12.577 8.686 18.024
C 13.135 7.428 18.224
C 14.486 7.273 17.928
C 15.227 6.095 18.146
C 16.555 5.960 17.779
C 17.191 7.034 17.126
C 16.611 8.249 17.074
C 15.256 8.411 17.430
C 14.717 9.752 17.352
C 15.595 10.943 17.151
C 16.382 11.242 18.280
C 16.623 10.391 19.392
C 17.669 10.628 20.266
C 18.422 11.782 20.154
C 18.089 12.770 19.221
C 17.052 12.552 18.321
C 16.783 13.516 17.327
C 16.001 13.167 16.231
C 15.490 11.860 16.126
S 14.982 11.449 14.385
O 15.698 12.403 13.538
C 15.350 9.772 13.782
C 14.390 8.781 13.627
C 14.740 7.628 12.967
C 16.006 7.435 12.434
C 16.521 6.177 11.819
C 16.945 8.479 12.609
C 16.621 9.642 13.294
H 14.282 12.951 24.238
H 14.225 11.189 24.416
H 12.756 11.998 24.669
H 13.929 13.861 22.106
H 13.338 13.637 19.704
H 12.116 9.595 20.436
H 13.014 9.817 22.781
H 11.477 8.822 18.242
H 12.535 6.598 18.594
H 14.714 5.280 18.650
H 17.072 5.020 17.935
H 18.197 6.926 16.756
H 17.185 9.125 16.787
H 15.981 9.529 19.570
H 17.993 9.836 20.941
H 19.336 11.904 20.720
H 18.651 13.686 19.139
H 17.316 14.491 17.337
H 15.825 13.898 15.432
H 13.375 8.942 13.976
H 14.074 6.785 12.840
H 16.747 6.426 10.747
H 15.675 5.465 11.748
H 17.361 5.700 12.377
H 17.886 8.356 12.122
H 17.350 10.441 13.455
C 11.724 10.500 13.514
Ge 10.255 10.639 12.242
C 9.093 12.065 12.998
C 9.384 12.835 14.141
C 8.577 13.950 14.435
C 7.384 14.168 13.729
C 7.071 13.372 12.632
C 7.869 12.287 12.279
C 10.824 11.274 10.471
C 11.589 10.365 9.677
C 12.451 10.870 8.687
C 12.552 12.247 8.475
C 11.817 13.118 9.250
C 10.971 12.632 10.231
C 9.188 9.024 12.045
C 8.449 8.706 10.892
C 7.536 7.669 10.903
C 7.372 6.885 12.079
C 8.153 7.149 13.211
C 9.042 8.258 13.187
H 10.320 12.695 14.686
H 8.775 14.565 15.275
H 6.717 14.967 14.073
H 6.247 13.589 11.963
H 7.629 11.678 11.396
H 11.481 9.307 9.929
H 13.053 10.134 8.085
H 13.260 12.694 7.773
H 11.826 14.214 9.013
H 10.458 13.368 10.871
H 8.548 9.316 9.969
H 6.951 7.492 10.000
H 6.705 6.048 12.101
H 8.046 6.514 14.092
H 9.634 8.486 14.044
Cl 12.781 13.776 15.285
*
```

Mulliken atomic charge list, values in e, 4 entries: number 1, Pt, carries 1.9330; number 2, C, carries -1.3559; number 3, C, carries 1.1422; number 4, C, carries -0.9010